1.
Formula: C30H45BBeF4N3O5
Source: OMol25
Level of theory: wB97M-V/def2-TZVPD

Results
Gap between HOMO and LUMO in eV: 5.020
Highest occupied orbital energy in Eh: -0.3951
Energy above the lowest of the compared OMol25 structures with the same formula, charge and spin in kcal/mol: 39.6
Total charge: +1

```
89
C30H45BBeF4N3O5 wB97M-V/def2-TZVPD
F -0.240 -1.590 0.421
F -1.455 0.293 0.301
F 0.816 0.349 0.654
F -0.022 -0.198 -1.369
O 0.078 0.832 5.173
O 0.782 -4.230 -0.294
O -2.288 4.403 1.173
O -4.924 2.392 3.836
O 5.798 2.427 0.124
N -3.159 -1.912 -0.936
N 1.543 -2.155 -2.689
N -1.172 -0.770 -3.637
C -5.492 -1.499 -1.432
C 0.961 0.932 4.338
C -1.313 1.599 -4.188
C 3.470 -3.124 -3.745
C 3.855 3.292 -1.060
C 2.102 -2.848 -3.700
C -4.728 -1.618 0.837
C -2.730 2.864 -0.588
C 4.285 -2.730 -2.680
C -3.452 -1.894 0.386
C 2.359 -1.823 -1.660
C 3.734 2.021 1.161
C 2.913 -5.279 -0.251
C -2.907 1.257 3.146
C -3.752 2.125 4.007
C -1.859 3.752 0.247
C -0.591 1.404 -5.359
C 1.754 -4.154 1.853
C 4.596 2.550 0.061
C 1.889 -0.245 4.153
C 1.761 -4.548 0.360
C 3.745 -2.057 -1.609
C -4.141 -1.638 -1.823
C -5.747 -1.416 -0.073
C -0.394 3.663 0.010
C -0.527 -0.881 -4.815
C -1.588 0.507 -3.392
C -2.965 2.863 5.102
C 1.128 2.244 3.583
C -0.219 0.111 -5.735
B -0.234 -0.286 0.004
Be -0.880 -2.457 -1.740
H 1.565 -1.082 4.768
H 3.600 2.758 1.955
H -2.695 -2.099 1.129
H 2.749 1.707 0.815
H -6.713 -1.077 0.276
H 1.518 -3.125 -4.566
H -4.916 -1.474 1.891
H -3.285 2.253 0.126
H 5.312 -3.068 -2.722
H 0.079 4.188 0.841
H -6.272 -1.339 -2.160
H 0.058 4.127 -0.869
H -3.493 3.450 -1.101
H -3.471 3.751 5.482
H 1.470 -3.106 1.892
H 3.770 -5.289 0.418
H -0.386 -1.926 -5.068
H 0.270 0.018 -6.692
H 2.188 2.475 3.503
H -0.100 2.612 0.020
H -1.665 2.585 -3.920
H -2.090 2.237 -1.200
H -2.066 0.564 -2.424
H 3.168 3.996 -0.596
H -3.273 1.276 2.120
H 2.623 -6.301 -0.503
H 3.462 2.540 -1.745
H 3.884 -3.579 -4.633
H -2.012 3.205 4.697
H 3.118 -4.829 -1.222
H 4.284 -1.776 -0.717
H -3.932 -1.618 -2.884
H 0.645 2.280 2.607
H 0.597 2.960 4.209
H -2.997 0.243 3.547
H 4.241 1.210 1.685
H -0.381 2.252 -5.997
H 2.926 -0.009 4.395
H 1.057 -4.859 2.311
H -1.861 1.540 3.221
H 1.879 -1.335 -0.826
H 1.798 -0.550 3.107
H 2.697 -4.409 2.334
H 4.605 3.797 -1.669
H -2.748 2.303 6.013
```

Let us look at the Löwdin charges, expressed in e, one per atom:
1. F 0.1572
2. F 0.1501
3. F 0.1394
4. F 0.1174
5. O 0.0498
6. O -0.0059
7. O 0.0807
8. O 0.0640
9. O 0.0717
10. N 0.0462
11. N 0.0630
12. N 0.0353
13. C -0.0232
14. C -0.4689
15. C -0.0319
16. C -0.0408
17. C -0.0121
18. C -0.1241
19. C -0.0320
20. C -0.0094
21. C -0.0570
22. C -0.1061
23. C -0.1110
24. C -0.0354
25. C 0.0063
26. C -0.0201
27. C -0.4770
28. C -0.5002
29. C -0.0379
30. C 0.0161
31. C -0.4959
32. C -0.0148
33. C -0.4589
34. C -0.0258
35. C -0.1147
36. C -0.0365
37. C -0.0182
38. C -0.1585
39. C -0.1283
40. C -0.0164
41. C -0.0040
42. C -0.0278
43. B -1.4390
44. Be 1.0518
45. H 0.0806
46. H 0.0798
47. H 0.1201
48. H 0.0600
49. H 0.1245
50. H 0.1004
51. H 0.1209
52. H 0.0746
53. H 0.1210
54. H 0.0857
55. H 0.1143
56. H 0.0900
57. H 0.0985
58. H 0.0799
59. H 0.0740
60. H 0.0887
61. H 0.0951
62. H 0.1149
63. H 0.0621
64. H 0.0648
65. H 0.1159
66. H 0.0409
67. H 0.0862
68. H 0.0795
69. H 0.0616
70. H 0.1031
71. H 0.0806
72. H 0.1129
73. H 0.0631
74. H 0.0693
75. H 0.1217
76. H 0.1028
77. H 0.0664
78. H 0.0842
79. H 0.0968
80. H 0.0872
81. H 0.1177
82. H 0.0862
83. H 0.0976
84. H 0.0622
85. H 0.0878
86. H 0.0650
87. H 0.0787
88. H 0.0799
89. H 0.0856

2.
Formula: C30H45BN3PbSe2Te2
Source: OMol25
Level of theory: wB97M-V/def2-TZVPD

Results
Gap between HOMO and LUMO in eV: 6.251
Highest occupied orbital energy in Eh: -0.1452
Energy above the lowest of the compared OMol25 structures with the same formula, charge and spin in kcal/mol: 0.0
Total charge: -1

```
84
C30H45BN3PbSe2Te2 wB97M-V/def2-TZVPD
Pb 0.628 -0.195 -0.403
Te -1.617 3.229 -0.128
Te -2.445 1.361 1.606
Se -2.048 -0.571 0.069
Se 0.794 2.558 -0.106
N 1.965 -0.807 2.692
N 2.764 -2.213 1.098
N 1.296 -1.097 -2.098
C 1.435 1.383 3.690
C 1.525 -1.748 -4.352
C 3.338 -2.533 2.329
C 3.276 -4.957 -2.048
C 2.153 -5.009 -1.246
C -0.260 -2.054 4.003
C 1.956 -4.078 -0.231
C 0.663 -5.374 1.503
C 2.867 -1.696 3.274
C -0.741 -1.086 -3.545
C 4.561 -0.483 -0.796
C 6.091 -2.109 0.388
C 0.011 -0.563 4.105
C 3.576 2.314 4.535
C 0.762 -0.799 -3.414
C 0.678 -4.152 0.582
C 4.205 -3.950 -1.854
C -0.587 1.585 5.019
C 3.583 1.555 2.170
C 4.054 -2.998 -0.851
C -0.550 -4.128 -0.330
C 0.111 -2.749 5.317
C 1.133 0.032 3.498
C -0.831 0.229 4.871
C 2.931 -3.097 -0.021
C 0.530 2.143 4.435
C 2.709 2.118 3.282
C 5.113 -1.908 -0.774
C 1.027 0.647 -3.854
C -1.704 -2.371 3.621
B 1.858 -1.119 1.299
H 1.405 -5.774 -1.416
H 0.689 0.829 -4.881
H -2.405 -2.049 4.395
H -1.700 -0.215 5.343
H -0.949 -2.113 -3.234
H 0.382 -2.464 3.222
H 3.020 1.375 1.258
H -1.827 -3.451 3.498
H 5.064 -3.879 -2.512
H 3.928 1.345 4.901
H 6.922 -1.404 0.304
H 0.728 3.203 4.558
H 3.103 -1.655 4.326
H -0.031 -3.829 5.232
H -0.520 -2.387 6.133
H 3.023 2.795 5.343
H -0.241 -5.375 2.118
H 3.417 -5.683 -2.840
H 4.039 -3.345 2.428
H -1.098 -0.952 -4.573
H 3.722 -0.402 -1.492
H 1.151 -2.562 5.589
H 5.347 0.211 -1.107
H 4.451 2.924 4.301
H -1.269 2.203 5.590
H 1.530 -5.378 2.168
H 0.677 -6.301 0.924
H 2.369 3.103 2.947
H 0.508 1.345 -3.191
H 5.691 -2.030 -1.695
H -1.461 -3.998 0.258
H 5.602 -1.926 1.345
H -0.639 -5.062 -0.892
H 2.097 0.861 -3.793
H 4.075 0.627 2.466
H -0.477 -3.308 -1.048
H 6.500 -3.122 0.395
H 1.227 -1.602 -5.396
H -1.312 -0.415 -2.898
H 2.598 -1.569 -4.261
H 0.624 -3.270 1.218
H 1.332 -2.785 -4.068
H 4.225 -0.174 0.193
H -1.978 -1.891 2.681
H 4.363 2.285 1.938
```

Let us look at the Löwdin charges, expressed in e, one per atom:
1. Pb 0.7076
2. Te 0.0990
3. Te 0.1357
4. Se -0.1758
5. Se -0.2103
6. N 0.0181
7. N 0.0437
8. N -0.2223
9. C -0.1182
10. C -0.0850
11. C -0.0639
12. C -0.0771
13. C -0.0380
14. C -0.3598
15. C -0.1248
16. C -0.0550
17. C -0.0690
18. C -0.0937
19. C -0.0534
20. C -0.0613
21. C -0.1336
22. C -0.0660
23. C -0.8216
24. C -0.3664
25. C -0.0412
26. C -0.0983
27. C -0.0901
28. C -0.1243
29. C -0.0651
30. C -0.0552
31. C -0.1028
32. C -0.0732
33. C -0.1145
34. C -0.0527
35. C -0.3607
36. C -0.3548
37. C -0.0881
38. C -0.0645
39. B -0.6143
40. H 0.1074
41. H 0.0709
42. H 0.0720
43. H 0.1086
44. H 0.0681
45. H 0.1079
46. H 0.0041
47. H 0.0749
48. H 0.1066
49. H 0.0810
50. H 0.0754
51. H 0.1175
52. H 0.1222
53. H 0.0762
54. H 0.0777
55. H 0.0697
56. H 0.0709
57. H 0.0979
58. H 0.1260
59. H 0.0723
60. H 0.0585
61. H 0.0682
62. H 0.0824
63. H 0.0751
64. H 0.1023
65. H 0.0769
66. H 0.0742
67. H 0.1242
68. H 0.0436
69. H 0.1193
70. H 0.0730
71. H 0.0550
72. H 0.0733
73. H 0.0736
74. H 0.0755
75. H 0.0522
76. H 0.0780
77. H 0.0699
78. H 0.0315
79. H 0.0678
80. H 0.0960
81. H 0.0670
82. H 0.0443
83. H 0.0135
84. H 0.0885

Q: What is the formula in the first record?
A: C30H45BBeF4N3O5